An isolated molecule of C6H10N2O2 at a distorted geometry. Source: the OMol25 dataset; level of theory: ωB97M-V/def2-TZVPD.

Computed properties:
**HOMO energy**: -11.32 eV
**Gap between HOMO and LUMO**: 0.4214 Ha
**Net charge**: 0
**LUMO level**: 0.1 eV
**SMILES**: CC[C@H](C#N)[C@H](C)[N+](=O)[O-]
**Relative energy (zero: lowest compared OMol25 entry of this formula, charge and spin)**: 108.52 kcal/mol

XYZ file:
```
20
Properties=species:S:1:pos:R:3:forces:R:3:nbo_charge:R:1
C -2.28997 -0.93986 -0.85834 2.430 1.178 -0.229 -0.620
C -1.36092 -0.08555 -0.05130 1.225 1.357 1.984 -0.362
C 0.10730 -0.61662 -0.12598 -0.354 1.535 1.603 -0.336
C 0.25815 -1.99234 0.29511 -0.249 2.963 -0.517 0.271
N 0.41843 -3.07549 0.54292 0.392 -3.375 0.908 -0.304
C 1.17577 0.37243 0.62164 -2.113 -1.098 0.937 -0.092
C 0.66849 1.84836 0.75230 -2.560 -1.772 0.137 -0.610
N 2.40959 0.31860 -0.22522 -1.966 0.870 -0.558 0.534
O 3.46227 0.10806 0.26917 1.673 -0.440 0.723 -0.329
O 2.18536 0.58403 -1.39593 0.617 -0.038 -0.155 -0.408
H -3.16007 -0.44436 -1.04057 -3.040 0.755 0.251 0.223
H -2.27682 -1.92665 -0.53844 -0.786 -1.728 1.031 0.224
H -1.90501 -1.00091 -1.82824 0.968 -0.157 -1.845 0.203
H -1.18944 1.00614 -0.36227 -1.275 -1.888 0.022 0.213
H -1.71915 -0.04371 1.03180 0.549 -0.008 -1.213 0.203
H 0.30581 -0.62923 -1.16558 0.571 0.254 -1.080 0.267
H 1.33963 -0.03247 1.67952 0.393 0.455 -1.735 0.241
H 1.47362 2.49975 0.78774 1.610 1.267 0.267 0.229
H 0.07524 1.90442 1.75011 0.872 0.091 -1.921 0.231
H 0.02172 2.14540 -0.13843 1.042 -0.220 1.389 0.221
```
Forces are in eV/Å.